1.
The following is a quantum chemistry calculation of a structure of composition C4H15N2O at a distorted geometry, from the OMol25 dataset.

```
22
Properties=species:S:1:pos:R:3:forces:R:3
C 1.6192 0.6036 -1.0768 0.885 -0.225 0.358
N -1.5751 0.7747 -0.6028 -0.567 0.543 -0.838
C -1.3163 2.0566 -1.1372 0.105 0.552 0.585
C 1.9117 1.0745 0.1341 -0.155 0.294 -0.378
N -0.3520 -2.0633 0.2716 0.317 -0.168 1.344
C 1.0024 -2.5108 0.5523 0.375 0.533 -0.645
H 0.6570 0.1728 -1.2884 -0.276 0.146 -0.295
H 2.4042 0.5181 -1.8328 -0.340 -0.101 0.176
H -2.5617 0.5591 -0.7619 -0.013 -0.386 -0.035
H -2.1811 2.7066 -0.9568 -0.088 0.095 -0.225
H -0.4079 2.4926 -0.7357 0.189 -0.146 0.139
H -1.1644 2.0531 -2.2197 -0.218 -0.325 -0.394
H 1.1562 1.2768 0.8791 -0.055 -0.365 0.154
H 2.9186 1.3419 0.4054 0.209 0.225 -0.068
H -1.2637 0.5517 0.4912 0.642 -0.341 1.015
H -1.0045 -2.7970 0.5163 -0.380 -0.215 -0.483
H 1.6774 -1.6650 0.5734 -0.041 0.233 -0.099
H 1.1271 -3.0203 1.5174 -0.443 -0.252 -0.169
H 1.3378 -3.1582 -0.2628 -0.039 -0.245 0.199
H -0.6359 -1.2033 0.7607 0.276 0.082 -0.029
H -1.0565 0.5625 2.4427 -0.124 0.046 -0.216
O -0.9285 0.1480 1.5754 -0.258 0.021 -0.098
```
Positions in Å, forces in eV/Å.

Values from the calculation:
Charge ... +1
Energy above the lowest of the compared OMol25 structures with the same formula, charge and spin ... 8.515 eV
2S+1 ... 1
Molecular weight ... 107.18 g/mol
HOMO level ... -13.560 eV
HOMO-LUMO gap ... 4.5 eV

=====

2.
The following is a quantum chemistry calculation of a structure of composition C9H8IrN2O4 at a distorted geometry, from the OMol25 dataset.

```
24
Properties=species:S:1:pos:R:3:forces:R:3
Ir 0.9567 -1.4814 -0.3934 -0.611 -0.448 -0.463
C 2.0468 -2.7884 0.4954 5.445 -6.593 4.852
O 2.6307 -3.5769 1.1702 -3.668 4.907 -4.222
C 0.6092 -1.8583 -2.2484 -0.778 -3.793 -7.878
O 0.3553 -2.3300 -3.3018 1.256 2.710 5.534
C 1.9595 0.1889 -0.9000 3.320 4.750 -2.917
O 2.5471 1.0123 -1.4714 -2.015 -3.254 1.999
C -1.0187 -1.8699 -0.0784 -6.914 -0.610 1.152
O -2.1735 -1.9891 -0.0005 5.094 0.321 -0.546
C -1.7511 1.9024 -1.7158 -0.038 2.478 2.822
H -2.4134 1.7631 -0.8647 -0.413 -0.105 -0.258
H -1.1333 2.8075 -1.6109 -0.371 -0.176 -0.767
C -1.5401 0.9210 -2.6161 1.301 -2.815 -2.317
H -0.6907 0.8800 -3.3022 -0.110 0.727 -0.048
H -2.0403 -0.0393 -2.6255 -0.874 0.231 0.089
N 0.5042 1.2390 1.0987 -0.198 2.143 0.147
C 0.2286 1.7114 2.3352 0.268 -1.360 -0.430
C -0.0274 0.6043 3.1345 -0.363 -1.654 0.270
C 0.0339 -0.5238 2.3063 -0.215 1.692 0.532
N 0.3754 -0.0858 1.0701 -0.279 -0.191 0.758
H 0.6502 1.8346 0.2549 0.044 -0.951 1.109
H 0.2449 2.7333 2.5871 0.061 1.132 0.147
H -0.2422 0.5326 4.1849 0.019 0.423 0.241
H -0.1117 -1.5876 2.4916 0.037 0.438 0.192
```
Positions in Å, forces in eV/Å.

Values from the calculation:
Charge ... +3
Energy above the lowest of the compared OMol25 structures with the same formula, charge and spin ... 3.338 eV
2S+1 ... 5
Molecular weight ... 400.39 g/mol
HOMO level (alpha / beta) ... -19.418 / -21.229 eV
HOMO-LUMO gap (alpha / beta) ... 7.1 / 4.6 eV

=====

3.
The following is a quantum chemistry calculation of an isolated molecule of C5H6N4OS at a distorted geometry, from the OMol25 dataset.

```
17
Properties=species:S:1:pos:R:3:forces:R:3
O 1.2686 -1.8467 -0.9301 0.000 -0.906 -1.657
C 1.2035 -1.1941 0.0450 0.032 1.359 2.892
N 1.8437 -1.3933 1.2652 -0.610 -0.041 -1.687
N 1.6030 -0.4207 2.1523 0.074 0.160 0.851
N 0.7676 0.3804 1.7048 0.315 1.358 3.245
C 0.3455 0.0221 0.4690 -0.096 0.526 -6.492
C -1.1592 -0.3693 0.2283 1.320 2.000 3.111
C -1.7637 0.5612 -0.8491 0.666 0.331 2.665
C -0.5935 1.4361 -1.2259 -0.063 1.047 -0.759
S -0.6079 2.6793 -2.3263 -0.133 -0.618 0.339
N 0.5064 1.1298 -0.5142 -0.928 -0.417 0.074
H 2.4210 -2.1460 1.4597 1.401 -1.305 0.720
H -1.4065 -0.2924 1.3196 -1.381 0.089 -1.142
H -1.0148 -1.3693 0.0441 -0.924 -2.398 -1.061
H -2.5921 1.1612 -0.4211 0.562 -0.186 -0.387
H -2.1463 -0.0090 -1.6410 -0.373 -0.575 -1.323
H 1.3249 1.6708 -0.7803 0.138 -0.424 0.609
```
Positions in Å, forces in eV/Å.

Values from the calculation:
Charge ... 0
SMILES string ... O=C1NN=N[C@]12CCC(=S)N2
Energy above the lowest of the compared OMol25 structures with the same formula, charge and spin ... 0.259 eV
2S+1 ... 1
Molecular weight ... 170.20 g/mol
HOMO level ... -8.476 eV
HOMO-LUMO gap ... 8.1 eV

=====

4.
The following is a quantum chemistry calculation of an isolated molecule of C3H4N2O at a distorted geometry, from the OMol25 dataset.

```
10
Properties=species:S:1:pos:R:3:forces:R:3
N 1.7906 -0.3892 0.2348 -0.336 0.379 -0.107
C 0.4452 -0.0330 0.1069 -0.289 0.450 -0.070
C -0.3643 1.0687 0.2831 0.312 -0.508 -0.340
N -1.6795 0.6768 0.0986 -0.178 -0.230 -0.282
C -1.6232 -0.5597 -0.2049 -0.346 -0.044 0.065
O -0.3684 -1.0821 -0.2074 -0.015 0.094 0.099
H 2.1136 -1.0473 -0.4691 -0.226 0.190 0.150
H 2.4066 0.4083 0.2917 -0.045 -0.017 0.025
H -0.2636 2.1335 0.3520 0.981 0.041 0.421
H -2.4571 -1.1759 -0.4858 0.142 -0.355 0.039
```
Positions in Å, forces in eV/Å.

Values from the calculation:
Charge ... 0
SMILES string ... Nc1cnco1
Energy above the lowest of the compared OMol25 structures with the same formula, charge and spin ... 1.036 eV
2S+1 ... 1
Molecular weight ... 84.08 g/mol
HOMO level ... -8.319 eV
HOMO-LUMO gap ... 9.2 eV

=====

5.
The following is a quantum chemistry calculation of a structure of composition C29H36HgN9O5 at a distorted geometry, from the OMol25 dataset.

```
80
Properties=species:S:1:pos:R:3:forces:R:3
Hg -0.0185 0.5389 -0.4090 0.465 -0.207 0.321
N -1.2996 2.1330 1.4734 0.292 0.415 0.285
C -0.6706 3.3140 2.0646 0.035 -0.033 0.260
C -1.4091 3.8510 3.3111 -0.045 0.005 -0.029
C -1.7486 2.8306 4.4123 0.260 0.086 -0.106
C -0.6948 2.5898 5.5052 -0.276 0.095 0.020
N 0.5259 1.8888 5.1192 0.015 0.138 -0.997
C 0.4903 0.6578 4.5954 0.376 -0.001 0.512
N 1.5721 0.1901 3.9627 -0.299 0.114 -0.829
N -0.5487 -0.1787 4.8072 -0.291 -0.004 -0.381
C 0.8368 3.0941 2.3849 -0.008 -0.063 0.129
O 1.3315 3.8693 3.2517 -0.092 -0.147 0.205
O 1.4181 2.1518 1.8222 -0.026 -0.341 0.227
H -2.2661 2.3258 1.2376 -0.010 -0.092 0.017
H -1.2723 1.3371 2.1020 0.014 -0.105 -0.097
H -0.6907 4.1075 1.3107 -0.025 -0.032 -0.017
H -2.3589 4.2771 2.9726 -0.011 0.018 -0.011
H -0.8018 4.6570 3.7263 -0.089 0.036 0.009
H -2.0167 1.8739 3.9580 -0.147 0.024 -0.038
H -2.6426 3.1868 4.9323 -0.003 -0.066 0.053
H -1.1636 2.0340 6.3249 0.071 0.079 0.063
H -0.3792 3.5521 5.9085 0.049 -0.059 0.041
H 1.1911 2.5071 4.6153 -0.047 0.048 0.274
H 1.9408 0.8484 3.2502 0.096 0.029 0.226
H 1.4282 -0.7226 3.5360 0.118 0.067 -0.043
H -1.3463 0.2480 5.2515 0.009 -0.078 -0.006
H -0.7997 -0.6928 3.9409 0.158 -0.001 0.222
N -1.6477 2.0947 -1.5473 0.040 0.670 -0.402
N -0.9351 3.1925 -2.0630 0.115 0.151 0.225
C 0.4553 2.9825 -2.3639 -0.603 0.335 -0.253
O 0.9517 3.8153 -3.1316 -0.013 -0.218 0.237
O 0.9915 1.9857 -1.8145 0.424 -0.424 0.241
H -1.9862 1.4565 -2.2614 0.075 0.135 -0.015
H -2.4267 2.4118 -0.9893 0.025 0.022 -0.008
H -1.3815 3.7086 -2.8055 -0.047 -0.042 -0.107
N -0.6342 -1.3314 1.9981 -0.475 0.254 0.171
C 0.2992 -0.9470 1.1970 0.507 0.199 -0.325
H -0.3277 -2.1708 2.5073 0.209 0.014 -0.055
N 2.5800 -1.4876 -0.7067 -0.931 -0.895 1.040
C 3.1629 -1.3123 -1.8140 0.526 0.640 -0.841
C 3.9735 -2.1746 -2.5580 -0.303 0.123 0.541
C 4.5265 -1.7792 -3.8139 0.173 -0.070 -0.247
C 5.3968 -2.5954 -4.4961 -0.090 0.074 0.032
C 5.7716 -3.8511 -3.9844 0.106 -0.157 -0.067
C 5.2132 -4.2753 -2.7692 -0.033 0.010 -0.002
C 4.3327 -3.4774 -2.0774 0.075 -0.210 -0.036
H 4.2531 -0.8100 -4.2154 -0.028 -0.006 0.065
H 5.8045 -2.2697 -5.4489 -0.010 0.038 0.011
H 6.4588 -4.4878 -4.5308 -0.003 0.010 0.018
H 5.4803 -5.2521 -2.3733 -0.029 -0.004 0.004
H 3.8878 -3.8221 -1.1496 0.051 0.018 0.011
C 3.7517 -0.6589 1.2846 -0.286 -0.112 0.106
C 2.6406 -1.3595 0.5583 0.372 0.690 -0.724
O 1.4943 -1.5772 1.3723 -0.190 -0.202 0.104
H 3.8041 -1.0053 2.3212 0.117 0.014 0.008
H 3.5922 0.4283 1.2910 0.007 -0.001 -0.002
H 4.6977 -0.8722 0.7902 0.025 0.034 0.009
C -0.5769 -3.7983 -4.1024 0.021 -0.021 -0.069
C -1.4968 -4.0078 -3.0822 -0.079 -0.003 -0.047
C -1.9215 -2.9519 -2.2963 0.043 0.009 -0.005
C -1.4018 -1.6560 -2.4715 -0.275 -0.184 -0.039
C -0.4663 -1.4648 -3.4959 -0.024 0.099 0.101
C -0.0789 -2.5186 -4.3070 0.071 -0.084 -0.015
N -1.7595 -0.6340 -1.6037 -0.022 -0.410 -0.071
C -3.0611 -0.3505 -1.3920 -0.071 -0.371 -0.055
C -3.4824 0.2245 -0.1653 0.062 -0.043 0.062
C -4.7805 0.6536 0.0272 -0.050 0.009 -0.048
C -5.7382 0.5285 -0.9776 -0.104 0.062 0.035
C -5.3600 -0.0704 -2.1774 -0.016 -0.009 0.071
C -4.0685 -0.5169 -2.3819 -0.032 0.001 0.018
H -0.2326 -4.6222 -4.7162 -0.015 0.004 0.006
H -1.8768 -5.0068 -2.8913 -0.018 0.024 -0.015
H -2.6397 -3.1116 -1.4994 0.034 -0.001 0.010
H -0.0338 -0.4794 -3.6289 0.028 0.003 0.006
H 0.6336 -2.3474 -5.1041 0.094 0.040 0.055
H -2.7462 0.2884 0.6286 -0.087 -0.089 -0.035
H -5.0663 1.0792 0.9852 0.031 0.012 0.006
H -6.7513 0.8822 -0.8247 0.011 -0.026 -0.011
H -6.0933 -0.1782 -2.9712 0.027 -0.031 -0.010
H -3.7893 -0.9704 -3.3256 -0.023 -0.003 -0.001
```
Positions in Å, forces in eV/Å.

Values from the calculation:
Charge ... -2
Energy above the lowest of the compared OMol25 structures with the same formula, charge and spin ... 0.000 eV
2S+1 ... 2
Molecular weight ... 791.25 g/mol
HOMO level (alpha / beta) ... 0.589 / -0.780 eV
HOMO-LUMO gap (alpha / beta) ... 3.2 / 4.6 eV

=====

6.
The following is a quantum chemistry calculation of a structure of composition C40H38Ge2N4O6RuS, from the OMol25 dataset.

```
92
Properties=species:S:1:pos:R:3:forces:R:3
Ru 0.3343 -1.4456 -0.7756 -0.074 -0.015 -0.092
O 5.5919 3.1167 -0.2961 -0.038 -0.012 0.028
C 5.4336 2.2247 0.5546 0.078 -0.058 -0.002
O 5.9082 2.0437 1.6846 -0.035 0.021 -0.025
C 4.4012 1.1459 0.1259 -0.028 0.038 0.021
C 3.9101 0.2249 1.0428 0.010 0.029 -0.013
C 2.8693 -0.6029 0.6783 0.009 0.005 -0.008
N 2.2746 -0.4950 -0.5291 0.105 0.003 0.052
C 2.8317 0.2939 -1.4586 0.019 0.020 0.000
C 3.9055 1.1116 -1.1651 0.021 0.024 0.009
C 2.2206 0.2061 -2.8021 -0.025 -0.046 -0.015
C 2.7299 0.8520 -3.9181 0.000 0.019 -0.023
C 2.1213 0.6336 -5.1424 0.008 0.015 -0.002
C 1.0402 -0.2295 -5.2243 -0.020 -0.015 0.009
C 0.5930 -0.8329 -4.0619 0.005 -0.001 -0.012
N 1.1632 -0.6055 -2.8847 0.009 0.050 -0.005
C 2.4021 -1.7398 1.5044 -0.011 -0.023 -0.010
C 3.0190 -2.1306 2.6837 0.018 0.003 -0.005
C 2.5861 -3.2883 3.3065 0.000 0.001 0.009
C 1.5548 -4.0245 2.7444 0.006 -0.001 -0.004
C 0.9801 -3.5620 1.5759 0.032 0.003 -0.002
N 1.3967 -2.4480 0.9784 -0.035 -0.004 0.042
H 4.3740 0.2064 2.0199 0.001 -0.008 -0.002
H 4.3384 1.7983 -1.8792 -0.020 0.002 -0.011
H 3.5843 1.5069 -3.8354 -0.001 -0.002 0.011
H 2.4973 1.1270 -6.0288 0.001 -0.003 0.000
H 0.5532 -0.4382 -6.1661 -0.006 -0.002 0.001
H -0.2323 -1.5342 -4.0616 -0.007 0.005 -0.008
H 3.8368 -1.5553 3.0918 -0.005 0.002 0.001
H 3.0618 -3.6200 4.2202 0.000 0.000 -0.001
H 1.1983 -4.9386 3.1966 0.000 0.000 -0.002
H 0.1674 -4.0903 1.0940 -0.008 0.006 0.004
C 0.2728 -1.9030 6.0154 0.000 -0.002 -0.003
C -0.4333 -1.9230 4.6892 0.010 -0.002 0.004
C -0.1660 -0.9460 3.7310 0.005 -0.011 0.001
C -0.7957 -0.9690 2.5001 -0.018 0.014 0.016
C -1.6983 -1.9835 2.2135 -0.001 0.024 -0.015
C -1.9931 -2.9558 3.1535 -0.021 0.011 0.017
C -1.3524 -2.9220 4.3842 -0.019 0.003 -0.006
S -2.6636 -1.9835 0.6965 0.000 0.019 0.000
O -2.0961 1.0576 0.2076 0.015 -0.061 0.044
O -3.4989 -3.1922 0.7658 -0.002 -0.011 0.001
N -1.3922 -2.3026 -0.4431 -0.019 -0.023 0.025
C -1.7380 -3.3506 -1.4066 -0.004 0.018 0.029
C -0.4562 -3.9702 -1.9748 -0.005 -0.017 -0.023
O -0.4615 -5.0941 -2.4145 -0.006 0.018 -0.016
O 0.5567 -3.1470 -1.9729 0.008 0.043 0.037
H 0.5303 -0.8866 6.3110 -0.001 0.001 0.000
H 1.2028 -2.4755 5.9625 0.002 0.004 -0.002
H -0.3412 -2.3461 6.7986 0.000 -0.001 -0.001
H 0.5285 -0.1453 3.9580 0.005 0.002 -0.002
H -0.5894 -0.1874 1.7797 0.000 -0.012 0.002
H -2.7270 -3.7155 2.9183 0.002 -0.004 -0.004
H -1.5841 -3.6778 5.1255 0.002 -0.002 -0.001
H -2.2917 -2.9366 -2.2579 0.004 -0.001 -0.010
H -2.3684 -4.1065 -0.9429 0.009 -0.007 0.004
C -2.4562 0.5814 -4.6541 0.003 -0.007 0.017
Ge -2.8146 0.8004 -2.7370 0.016 0.025 -0.021
C -3.5390 2.5944 -2.4263 0.013 0.001 -0.006
C -4.1750 -0.5045 -2.2223 -0.009 -0.003 0.005
Ge -0.9253 0.7575 -1.1651 -0.030 -0.038 -0.039
C -2.1464 1.6707 1.4159 -0.041 0.059 -0.028
C -3.2256 1.3451 2.2383 0.012 -0.013 0.002
C -3.3279 1.8978 3.5029 0.004 -0.005 0.002
C -2.3642 2.7859 3.9654 -0.001 0.004 -0.001
C -1.3101 3.1310 3.1340 0.001 -0.001 -0.002
C -1.1991 2.5857 1.8606 0.008 -0.022 0.006
C 0.2517 2.3010 -1.4486 0.009 -0.028 0.000
C 1.2663 2.6995 -0.5785 0.018 -0.002 -0.009
C 2.0948 3.7703 -0.8824 0.016 -0.023 0.015
C 1.9178 4.4605 -2.0739 -0.010 -0.002 -0.009
C 0.9166 4.0772 -2.9553 0.015 0.012 0.003
C 0.0944 3.0027 -2.6447 0.001 -0.015 0.000
H -3.3543 0.8908 -5.1921 0.007 -0.004 -0.011
H -2.2545 -0.4591 -4.9078 0.002 -0.004 0.001
H -1.6225 1.1919 -4.9984 0.008 0.009 0.005
H -4.4522 2.7214 -3.0100 -0.006 -0.006 0.005
H -2.8306 3.3693 -2.7162 -0.014 0.015 0.002
H -3.7743 2.7207 -1.3700 -0.002 -0.010 0.002
H -5.0910 -0.2693 -2.7678 0.001 -0.005 -0.004
H -4.3889 -0.4523 -1.1559 0.028 0.015 0.005
H -3.8873 -1.5231 -2.4781 -0.015 -0.010 0.015
H -3.9693 0.6504 1.8681 0.001 -0.009 -0.001
H -4.1662 1.6297 4.1337 -0.001 0.001 -0.002
H -2.4438 3.2145 4.9553 0.000 -0.001 0.000
H -0.5633 3.8396 3.4699 0.000 0.000 -0.002
H -0.3913 2.8846 1.2110 0.016 0.002 -0.002
H 1.4503 2.1469 0.3379 -0.019 0.007 0.011
H 2.9104 4.0343 -0.2201 -0.001 0.003 0.000
H 2.5729 5.2869 -2.3168 -0.001 0.001 0.000
H 0.7781 4.6102 -3.8877 0.001 -0.001 0.000
H -0.6707 2.7078 -3.3544 -0.002 0.001 -0.003
```
Positions in Å, forces in eV/Å.

Values from the calculation:
Charge ... 0
Energy above the lowest of the compared OMol25 structures with the same formula, charge and spin ... 0.186 eV
2S+1 ... 5
Molecular weight ... 949.12 g/mol
HOMO level (alpha / beta) ... -8.324 / -8.324 eV
HOMO-LUMO gap (alpha / beta) ... 7.2 / 5.9 eV